Entry 1:
A molecular structure, CH3BrCl2Si, computed with ωB97M-V with the def2-TZVPD basis set.

Each line ends with the natural charge from an NBO analysis.
Positions of all 8 atoms, in Å:
Br 0.2964 -3.3333 -1.1722  0.1784
C 1.0742 -1.9670 -0.1020  -0.4778
H -0.5864 -0.1169 1.1809  -0.1887
H 1.3146 0.5947 0.3059  -0.1508
Cl 1.9283 -2.3549 1.2020  0.1809
Si 0.2020 -0.1963 0.0900  0.9674
H -0.4505 0.0658 -1.1615  -0.1438
Cl 2.6825 -1.0605 -1.5752  -0.3657

Output
Energy (a.u.): -3823.701855
2S+1: 1
Orbital gap (eV): 8.8067
ΔE to the lowest compared entry with this formula, charge and spin (eV): 5.003
Lowest unoccupied orbital energy (eV): -1.299



Entry 2:
CH3BrCl2Si in the gas phase, computed with ωB97M-V with the def2-TZVPD basis set.

Each line ends with the natural charge from an NBO analysis.
Positions of all 8 atoms, in Å:
H 0.7520 -1.5340 -0.0423  0.2625
Br 2.1868 0.0834 -0.9696  -0.0162
H -1.5464 0.3723 1.2237  -0.1922
Si -0.8470 0.4672 -0.0233  1.2697
Cl -0.5596 2.3361 -0.6374  -0.3115
H 1.0002 -0.4043 1.3347  0.2287
Cl -1.7698 -0.8575 -1.2007  -0.3517
C 0.7838 -0.4631 0.3148  -0.8894

Output
SMILES string: Cl[SiH](Cl)CBr
Energy (a.u.): -3823.880595
2S+1: 1
Orbital gap (eV): 10.6299
ΔE to the lowest compared entry with this formula, charge and spin (eV): 0.140
Lowest unoccupied orbital energy (eV): 0.538



Entry 3:
CH3BrF2Si in the gas phase, computed with ωB97M-V with the def2-TZVPD basis set.

Each line ends with the natural charge from an NBO analysis.
Positions of all 8 atoms, in Å:
Br 0.8880 -0.1753 -2.4262  -0.3298
F -0.9021 -0.4168 1.8587  -0.3706
H 0.8413 1.8451 -0.1591  -0.1520
C -0.1246 -0.6332 0.7200  0.2575
Si 0.0045 0.8365 -0.5899  0.9715
H -1.3253 0.9062 -0.9596  -0.1682
F 1.0832 -0.8595 1.2084  -0.3443
H -0.4650 -1.5031 0.3477  0.1359

Output
SMILES string: FC(F)[SiH2]Br
Energy (a.u.): -3103.139087
2S+1: 1
Orbital gap (eV): 11.1399
ΔE to the lowest compared entry with this formula, charge and spin (eV): 0.000
Lowest unoccupied orbital energy (eV): 0.468



Entry 4:
2 unconnected molecules or ions with the total composition CH3BrO2P, computed with ωB97M-V with the def2-TZVPD basis set.

Each line ends with the natural charge from an NBO analysis.
Positions of all 8 atoms, in Å:
H 1.6531 -0.5855 0.1831  0.2448
O -0.7136 -2.3593 1.1266  -0.6957
C 0.9429 0.4093 0.0496  -0.9746
O -0.8943 -0.4243 -1.8229  -1.1227
H 0.8287 0.9533 1.0446  0.2190
Br -2.2764 1.2120 0.4423  -0.3985
P -0.8235 -0.2739 -0.3866  1.5308
H 1.2832 1.0684 -0.6366  0.1968

Output
Net charge: -1
Energy (a.u.): -3105.684958
2S+1: 1
Orbital gap (alpha / beta) (eV): 7.6416 / 6.2302
ΔE to the lowest compared entry with this formula, charge and spin (eV): 6.255
Lowest unoccupied orbital energy (alpha / beta) (eV): 3.236 / 3.550



Entry 5:
2 unconnected molecules or ions with the total composition CH3BrO2S, computed with ωB97M-V with the def2-TZVPD basis set.

Each line ends with the natural charge from an NBO analysis.
Positions of all 8 atoms, in Å:
O -0.9353 -0.0256 1.7881  -0.8581
C 0.8847 0.3586 -0.0486  -0.8563
Br -2.2680 0.9802 -0.6746  -0.0585
O -0.5723 -2.2162 -0.8332  -0.5195
H 1.4184 0.9236 0.7059  0.2647
H 0.8024 0.7987 -1.0700  0.2638
S -0.7602 -0.2003 0.3684  1.4699
H 1.4303 -0.6191 -0.2361  0.2941

Output
Energy (a.u.): -3162.358348
2S+1: 1
Orbital gap (alpha / beta) (eV): 8.2258 / 8.1776
ΔE to the lowest compared entry with this formula, charge and spin (eV): 5.515
Lowest unoccupied orbital energy (alpha / beta) (eV): -2.249 / -2.303



Entry 6:
CH3BrO2S in the gas phase, computed with ωB97M-V with the def2-TZVPD basis set.

Each line ends with the natural charge from an NBO analysis.
Positions of all 8 atoms, in Å:
H 1.0236 -0.1137 -1.0066  0.2711
O -0.8272 -1.1337 1.3565  -0.8655
H 1.6729 0.0614 0.7542  0.2686
O -0.7992 -1.2207 -1.1908  -0.8765
S -0.6391 -0.5449 0.0962  2.0627
H 0.9047 1.4253 0.0269  0.2752
C 0.8858 0.3632 -0.0261  -0.8856
Br -2.2214 1.1632 -0.0102  -0.2502

Output
SMILES string: CS(=O)(=O)Br
Energy (a.u.): -3162.539776
2S+1: 1
Orbital gap (eV): 10.1819
ΔE to the lowest compared entry with this formula, charge and spin (eV): 0.578
Lowest unoccupied orbital energy (eV): -0.607



Entry 7:
CH3BrO2S in the gas phase, computed with ωB97M-V with the def2-TZVPD basis set.

Each line ends with the natural charge from an NBO analysis.
Positions of all 8 atoms, in Å:
C -0.8115 -0.4576 -0.0137  -0.8502
O 0.7510 1.4149 1.3892  -0.8327
H -0.6487 -1.4362 0.3292  0.2574
Br 2.0986 -1.1067 0.0060  -0.1344
H -1.7226 0.0071 0.3967  0.2661
S 0.6338 0.5829 0.1450  1.8793
O 0.7280 1.4287 -1.1700  -0.8608
H -1.0287 -0.4331 -1.0823  0.2754

Output
SMILES string: CS(=O)(=O)Br
Energy (a.u.): -3162.529729
2S+1: 1
Orbital gap (eV): 10.0073
ΔE to the lowest compared entry with this formula, charge and spin (eV): 0.852
Lowest unoccupied orbital energy (eV): -1.000



Entry 8:
CH3BrOS in the gas phase, computed with ωB97M-V with the def2-TZVPD basis set.

Each line ends with the natural charge from an NBO analysis.
Positions of all 7 atoms, in Å:
C -0.7981 -0.2050 -0.2374  -0.8461
Br 2.1625 1.3766 -0.6696  -0.2063
O 1.2385 -0.6030 1.3522  -0.9138
S 0.6258 0.5365 0.7334  1.2116
H -1.7346 0.4714 -0.0991  0.2443
H -0.6629 -0.3789 -1.3479  0.2530
H -0.8312 -1.1975 0.2685  0.2573

Output
Energy (a.u.): -3087.302133
2S+1: 1
Orbital gap (eV): 9.3222
ΔE to the lowest compared entry with this formula, charge and spin (eV): 0.298
Lowest unoccupied orbital energy (eV): -0.301



Entry 9:
CH3BrP2 in the gas phase, computed with ωB97M-V with the def2-TZVPD basis set.

Each line ends with the natural charge from an NBO analysis.
Positions of all 7 atoms, in Å:
H 0.2663 -1.3744 0.7603  0.2474
H 0.5379 1.4642 -1.8563  -0.0019
P -0.2614 0.3085 -1.7863  -0.0182
Br -0.3418 -0.5034 3.0850  0.0719
P -0.8248 0.9588 0.2764  0.4587
C -0.3669 -0.4161 1.1609  -0.7652
H 0.9908 -0.4374 -1.6401  0.0073

Output
SMILES string: [PH2]#P=CBr
Energy (a.u.): -3296.547138
2S+1: 1
Orbital gap (eV): 8.6224
ΔE to the lowest compared entry with this formula, charge and spin (eV): 0.698
Lowest unoccupied orbital energy (eV): -0.390



Entry 10:
2 unconnected molecules or ions with the total composition CH3Cl2N3O, computed with ωB97M-V with the def2-TZVPD basis set.

Each line ends with the natural charge from an NBO analysis.
Positions of all 10 atoms, in Å:
N 1.4930 0.3944 1.8203  -0.6292
H 1.2784 0.9262 0.9060  0.3965
Cl 3.1582 0.4980 2.4019  0.1281
N -0.8578 -1.0505 0.1837  -0.2692
O -1.8201 -0.3353 0.8431  -0.5031
C -0.3436 -1.0158 -0.9297  0.6009
H 0.2937 -1.3202 -2.7521  0.3981
H -1.1833 0.1479 1.3732  0.4784
N 0.3849 -0.8084 -1.8778  -0.7157
Cl 0.4175 1.0766 2.9741  0.1152

Output
SMILES string: N=C=NO.ClNCl
Energy (a.u.): -1199.597441
2S+1: 1
Orbital gap (eV): 9.2496
ΔE to the lowest compared entry with this formula, charge and spin (eV): 3.649
Lowest unoccupied orbital energy (eV): -0.373



> ΔE to the lowest compared entry with this formula, charge and spin of number 9 (CH3BrP2)?

0.698 eV